Formula: C43H61BN8O4S4Tl
Source: OMol25
Level of theory: ωB97M-V/def2-TZVPD

The geometry in XYZ format:
```
122
Properties=species:S:1:pos:R:3
Tl 9.56 15.48 12.48
C 12.03 11.64 16.22
C 11.69 11.58 14.77
C 11.02 10.52 14.25
C 10.71 10.48 12.86
N 11.22 11.36 12.03
N 11.92 12.39 12.54
B 12.61 13.20 11.35
N 11.87 13.17 10.07
N 11.97 11.95 9.44
C 11.33 11.75 8.33
C 10.39 12.69 7.86
C 10.25 13.89 8.47
C 9.22 14.90 8.08
C 11.22 14.22 9.51
S 11.55 15.78 10.00
C 11.74 10.48 7.53
C 10.54 9.92 6.77
C 12.85 10.89 6.57
C 12.27 9.42 8.48
N 13.60 14.29 11.69
N 14.22 13.15 11.29
C 15.51 13.06 11.12
C 16.26 14.24 11.40
C 15.68 15.37 11.80
C 16.47 16.62 12.03
C 14.21 15.45 11.99
S 13.39 16.76 12.62
C 16.13 11.78 10.65
C 15.14 10.67 10.74
C 17.35 11.49 11.48
C 16.51 11.99 9.19
C 12.14 12.58 13.86
S 12.99 14.00 14.44
C 9.95 9.32 12.28
C 9.10 9.78 11.11
C 11.01 8.29 11.84
C 9.02 8.69 13.33
H 12.22 10.66 16.65
H 11.19 12.08 16.75
H 12.95 12.22 16.41
H 10.71 9.72 14.87
H 9.73 12.48 7.02
H 8.67 14.55 7.22
H 9.74 15.81 7.79
H 8.57 15.11 8.92
H 10.19 10.58 5.99
H 9.70 9.64 7.44
H 10.79 8.98 6.29
H 12.51 11.63 5.82
H 13.19 10.01 6.02
H 13.69 11.25 7.13
H 11.45 9.07 9.13
H 13.11 9.81 9.06
H 12.68 8.55 7.95
H 17.32 14.22 11.22
H 17.55 16.44 11.98
H 16.20 16.95 13.02
H 16.14 17.40 11.34
H 14.79 10.43 11.73
H 15.63 9.76 10.40
H 14.28 10.84 10.11
H 17.10 11.48 12.53
H 18.13 12.27 11.29
H 17.85 10.53 11.27
H 15.60 12.23 8.58
H 16.97 11.08 8.82
H 17.23 12.80 9.04
H 9.73 10.14 10.31
H 8.45 10.58 11.44
H 8.51 8.97 10.75
H 11.77 8.81 11.24
H 10.57 7.49 11.25
H 11.47 7.82 12.70
H 8.31 9.43 13.71
H 9.57 8.28 14.15
H 8.45 7.85 12.94
C 7.38 19.36 16.65
C 7.22 18.51 15.41
C 7.72 19.22 14.17
C 7.01 20.29 13.66
C 7.46 21.00 12.56
C 8.62 20.57 11.90
C 9.39 19.50 12.39
C 10.74 19.13 11.81
C 11.89 19.84 12.55
C 8.92 18.84 13.53
N 9.68 17.74 14.01
C 10.43 17.86 15.00
C 11.09 16.68 15.55
C 12.04 16.62 16.73
C 12.45 15.34 16.77
C 11.76 14.57 15.67
N 10.95 15.55 14.98
H 7.18 18.76 17.52
H 6.69 20.20 16.64
H 8.36 19.76 16.75
H 6.15 18.31 15.28
H 7.64 17.52 15.55
H 6.07 20.57 14.15
H 6.90 21.83 12.18
H 8.97 21.11 11.00
H 10.77 19.43 10.74
H 10.93 18.06 11.85
H 11.74 20.92 12.62
H 12.83 19.57 12.05
H 11.95 19.51 13.59
H 10.60 18.86 15.50
H 12.35 17.46 17.33
H 13.09 14.87 17.52
H 11.05 13.83 15.97
O 7.02 16.04 12.64
H 6.88 15.57 13.48
H 6.46 16.83 12.70
C 6.63 12.30 15.14
S 8.16 13.09 14.93
O 7.83 14.49 14.73
O 8.92 12.84 16.16
O 8.84 12.48 13.78
H 6.10 12.81 15.92
H 6.77 11.26 15.40
H 6.07 12.37 14.21
```

Charge: +1
Energy above the lowest of the compared OMol25 structures with the same formula, charge and spin (kJ/mol): 0.0
HOMO level (eV): -10.04
Total energy (hartree): -4204.06957
Frontier orbital gap (eV): 6.75



Formula: C43H61BrNP2RhSi
Source: OMol25
Level of theory: ωB97M-V/def2-TZVPD

The geometry in XYZ format:
```
110
Properties=species:S:1:pos:R:3
Rh -0.13 0.37 -0.58
C -1.80 1.84 3.18
Si -0.48 1.25 1.96
C 1.28 1.60 2.50
C 1.51 2.15 3.76
C 2.77 2.19 4.32
C 3.85 1.65 3.63
C 3.66 1.12 2.37
C 2.39 1.09 1.79
P 2.20 0.55 0.06
C 2.94 1.87 -1.02
C 3.40 1.32 -2.37
C 3.83 2.44 -3.31
C 4.93 3.28 -2.68
C 4.50 3.82 -1.32
C 4.06 2.70 -0.38
C 2.99 -1.08 -0.26
C 4.49 -1.21 0.04
C 5.00 -2.57 -0.43
C 4.23 -3.69 0.25
C 2.74 -3.57 -0.02
C 2.20 -2.21 0.41
C -0.61 -0.68 2.13
C 0.02 -1.05 3.32
C -0.08 -2.34 3.82
C -0.80 -3.30 3.13
C -1.41 -2.97 1.93
C -1.32 -1.67 1.43
P -1.91 -1.21 -0.20
C -2.14 -2.75 -1.16
C -3.48 -3.44 -0.81
C -3.38 -4.92 -1.19
C -2.55 -5.13 -2.46
C -2.64 -3.90 -3.36
C -2.01 -2.67 -2.69
C -3.42 -0.18 -0.04
C -3.97 0.22 -1.42
C -5.21 1.07 -1.21
C -6.35 0.26 -0.56
C -5.83 -0.99 0.16
C -4.53 -0.71 0.91
H -1.71 1.22 4.07
H -2.81 1.68 2.80
H -1.73 2.87 3.51
H 0.68 2.55 4.33
H 2.92 2.62 5.30
H 4.84 1.66 4.07
H 4.51 0.76 1.83
H 2.09 2.56 -1.19
H 2.61 0.72 -2.84
H 4.24 0.65 -2.21
H 2.96 3.07 -3.53
H 4.15 2.02 -4.26
H 5.21 4.10 -3.34
H 5.83 2.67 -2.56
H 3.66 4.51 -1.45
H 5.30 4.39 -0.86
H 3.74 3.12 0.57
H 4.92 2.05 -0.17
H 2.84 -1.17 -1.35
H 4.65 -1.12 1.11
H 5.05 -0.40 -0.44
H 6.07 -2.65 -0.21
H 4.90 -2.64 -1.51
H 4.41 -3.66 1.33
H 4.60 -4.66 -0.09
H 2.19 -4.36 0.49
H 2.55 -3.70 -1.09
H 2.26 -2.09 1.50
H 1.14 -2.13 0.14
H 0.60 -0.33 3.88
H 0.41 -2.59 4.75
H -0.88 -4.30 3.52
H -1.94 -3.73 1.38
H -1.33 -3.38 -0.78
H -4.26 -2.95 -1.39
H -3.76 -3.33 0.24
H -4.39 -5.32 -1.33
H -2.95 -5.49 -0.36
H -2.88 -6.02 -2.99
H -1.50 -5.30 -2.20
H -3.69 -3.71 -3.60
H -2.14 -4.08 -4.31
H -2.48 -1.76 -3.07
H -0.95 -2.60 -2.95
H -3.02 0.74 0.41
H -4.21 -0.67 -2.00
H -3.20 0.76 -1.98
H -5.54 1.49 -2.16
H -4.94 1.92 -0.58
H -7.07 -0.04 -1.31
H -6.89 0.90 0.15
H -5.68 -1.80 -0.55
H -6.58 -1.35 0.87
H -4.20 -1.59 1.46
H -4.72 0.05 1.66
C -1.05 6.38 0.63
C -1.01 4.96 0.15
C -1.17 4.64 -1.20
C -1.04 3.33 -1.63
C -0.77 2.34 -0.70
Br 0.05 0.12 -2.96
N -0.72 2.63 0.64
C -0.78 3.93 1.03
H -1.67 6.99 -0.03
H -0.05 6.81 0.64
H -1.46 6.45 1.64
H -1.38 5.44 -1.90
H -1.10 3.06 -2.67
H -0.64 4.14 2.08
```

Charge: +2
HOMO level (spin up / spin down) (eV): -13.34 / -14.52
Expectation value of S²: 6.0136
Total energy (hartree): -5386.15931
Frontier orbital gap (spin up / spin down) (eV): 7.88 / 6.62
Spin multiplicity: 5